1.
Formula: C2H3N2OS
Source: the OMol25 dataset
Level of theory: ωB97M-V with the def2-TZVPD basis set

Properties
Net charge: +1
Orbital gap (spin up / spin down): 7.5 / 7.4 eV
Calculated total energy: -660.44745 hartree
Largest force on an atom: 3.012 eV Å⁻¹
Highest occupied orbital energy (spin up / spin down): -14.289 / -14.256 eV
Energy relative to the best compared isomer or geometry (same formula, charge and spin): 132.8 kcal per mole

Bonds (Å) are listed after each position.
Cartesian coordinates (Å):
1 C 0.1629 0.6780 -1.2808  N3 1.284, S6 1.679, H7 1.011
2 C -0.7229 0.2937 1.0818  S6 1.637, H8 1.061, H9 1.071
3 N 0.8065 -0.3861 -0.9608  C1 1.284, N4 1.160
4 N 0.7336 -1.2486 -0.1892  N3 1.160, O5 1.152
5 O 1.1389 -2.0896 0.4854  N4 1.152
6 S -0.9386 1.3109 -0.1826  C1 1.679, C2 1.637
7 H 0.2395 1.0408 -2.2212  C1 1.011
8 H -1.6130 0.2821 1.6596  C2 1.061
9 H 0.1932 0.1188 1.6078  C2 1.071

***

2.
Formula: C2H3N3
Source: the OMol25 dataset
Level of theory: ωB97M-V with the def2-TZVPD basis set

Properties
Orbital gap: 9.1 eV
Calculated total energy: -242.09903 hartree
Largest force on an atom: 2.191 eV Å⁻¹
Highest occupied orbital energy: -9.587 eV
Energy relative to the best compared isomer or geometry (same formula, charge and spin): 109.0 kcal per mole

Bonds (Å) are listed after each position.
Cartesian coordinates (Å):
1 N 0.9028 0.5258 0.9266  N5 1.266, H6 1.040
2 C -0.4572 -1.0132 0.3114  C3 1.322, H7 1.098
3 C -0.5997 -0.2493 -0.7587  C2 1.322, N4 1.357, H8 1.082
4 N 0.1018 0.8656 -1.0843  C3 1.357, N5 1.299
5 N 0.9626 1.1716 -0.1605  N1 1.266, N4 1.299
6 H 1.7514 0.7996 1.4615  N1 1.040
7 H -1.3475 -1.4592 0.7751  C2 1.098
8 H -1.3143 -0.6408 -1.4710  C3 1.082